C22H29N5O3S in the gas phase in a non-equilibrium geometry. Source: the Open Molecules 2025 dataset; level of theory: wB97M-V/def2-TZVPD.

```
60
Properties=species:S:1:pos:R:3:forces:R:3
C -3.4874 0.6341 3.0715 -0.1 0.0 0.1
C -3.5562 0.2138 1.8234 0.0 -0.2 -0.1
C -3.0361 -1.1212 1.3638 -0.4 0.1 0.3
N -1.7970 -0.9452 0.6435 0.7 0.0 -0.6
C -1.6615 -0.5518 -0.6582 0.1 0.0 0.0
N -0.3989 -0.3715 -0.9519 -0.6 0.3 -0.4
N 0.3160 -0.6466 0.1546 0.5 -0.3 0.9
C -0.5101 -0.9880 1.1060 0.0 -0.2 -0.3
C -0.0952 -1.3052 2.4885 -0.1 0.2 0.3
H 0.8693 -1.8156 2.4609 -0.1 0.0 0.0
H -0.8233 -1.9370 2.9955 0.1 0.1 0.1
C 0.0732 -0.0060 3.3012 0.0 -0.5 -0.3
O -0.4978 0.1620 4.3537 -0.1 0.1 0.4
N 0.9137 0.8544 2.6872 0.3 0.1 -0.3
C 1.3264 2.1273 3.0984 0.1 0.4 0.2
C 2.1559 2.8335 2.2386 0.0 0.1 0.0
C 2.6194 4.1015 2.5796 -0.1 -0.2 0.1
C 2.2423 4.6606 3.7963 0.2 0.3 -0.1
C 1.4123 3.9466 4.6448 0.0 -0.1 -0.1
C 0.9485 2.6885 4.3152 -0.2 -0.1 0.2
H 0.3048 2.1440 4.9837 0.0 0.0 0.0
H 1.1229 4.3858 5.5877 0.0 0.0 0.1
H 2.5844 5.6394 4.0911 0.1 0.1 0.0
O 3.4276 4.6980 1.6602 -0.2 -0.3 0.0
C 3.9367 5.9786 1.9437 0.1 0.2 0.1
H 4.5471 6.2493 1.0836 0.0 0.0 0.1
H 3.1342 6.7137 2.0626 0.0 0.0 0.0
H 4.5615 5.9733 2.8426 0.0 0.0 0.0
H 2.4560 2.4136 1.2906 0.0 -0.1 -0.1
H 1.2610 0.5678 1.7764 -0.1 0.0 0.1
S -3.0247 -0.3578 -1.7125 -0.4 0.0 -0.2
C -2.1935 0.0929 -3.2681 0.0 -0.2 0.2
H -1.4364 0.8379 -3.0308 0.0 0.1 -0.1
H -2.9815 0.5167 -3.8894 0.1 0.0 0.0
C -1.6039 -1.1366 -3.9627 0.1 0.4 0.2
O -2.2088 -1.7295 -4.8310 -0.4 -0.2 -0.3
N -0.3763 -1.4481 -3.5247 0.4 -0.1 0.0
H -0.0116 -0.9548 -2.7108 -0.2 0.0 -0.2
C 0.3411 -2.6344 -3.9430 0.0 0.0 0.1
C 1.7577 -2.2603 -4.3784 -0.2 -0.2 -0.3
C 2.5333 -3.5055 -4.7973 0.2 0.1 0.3
C 2.5842 -4.5130 -3.6530 -0.1 -0.2 -0.3
C 1.1722 -4.8913 -3.2175 0.2 0.1 0.3
C 0.3917 -3.6498 -2.7981 -0.1 -0.2 -0.3
H -0.6263 -3.9239 -2.5118 0.0 0.1 0.1
H 0.8738 -3.1832 -1.9345 0.0 0.0 0.1
H 1.2138 -5.5989 -2.3868 -0.1 -0.1 0.0
H 0.6549 -5.3780 -4.0471 0.0 -0.1 0.0
H 3.1192 -4.0746 -2.8075 0.1 0.0 0.1
H 3.1276 -5.4062 -3.9673 0.1 0.0 0.1
H 3.5460 -3.2258 -5.0942 0.0 0.0 -0.1
H 2.0446 -3.9619 -5.6607 0.0 0.0 -0.1
H 1.7085 -1.5498 -5.2055 0.0 0.1 0.0
H 2.2663 -1.7738 -3.5425 0.0 0.1 0.1
H -0.2140 -3.0553 -4.7880 0.1 0.0 0.1
H -3.7517 -1.5954 0.6845 0.1 -0.1 0.2
H -2.8523 -1.7759 2.2180 -0.1 0.0 -0.1
H -3.9663 0.8354 1.0395 -0.1 0.2 0.0
H -3.8514 1.6053 3.3586 -0.1 0.2 0.0
H -3.0595 0.0362 3.8590 0.1 -0.2 0.1
```
Forces are in eV/Å.

Values from the calculation:
M: 443.57 g/mol
ΔE to the lowest compared entry with this formula, charge and spin: 176.90 kJ/mol
electronic energy: -1753.44635 Eh
maximum force: 1.07 eV/Å
multiplicity: 1
gap between HOMO and LUMO: 0.333 Eh
charge: 0



C22H29N6O5PPd as an isolated structure. Source: the Open Molecules 2025 dataset; level of theory: wB97M-V/def2-TZVPD.

```
64
Properties=species:S:1:pos:R:3:forces:R:3
Pd 0.1270 -1.3727 0.6454 -0.1 0.0 -0.4
O 0.1567 3.8683 3.8804 0.2 -0.2 0.0
C -1.1034 3.6651 3.5473 -0.2 0.0 -0.1
O -1.9504 4.5162 3.6887 0.0 0.0 0.0
C -1.4710 2.3399 2.9658 0.1 0.0 0.0
C -2.7861 2.0195 2.7267 0.0 0.0 0.1
N -2.7948 0.7835 2.2026 0.0 0.0 -0.1
N -1.5700 0.2707 2.0609 0.0 0.0 0.0
C -0.7440 1.1953 2.5234 0.0 -0.1 -0.1
C 0.7393 0.9290 2.4943 -0.1 0.0 -0.1
O 1.4758 1.6845 3.1437 -0.1 0.2 0.3
O 1.1808 -0.0183 1.7770 -0.2 -0.2 0.3
H 0.7106 3.0550 3.7021 0.0 0.0 -0.1
H -3.6794 2.5906 2.9121 0.0 0.0 0.0
H -3.5886 0.2360 1.9209 0.0 0.0 0.0
C -1.8112 -3.8554 -2.2939 0.0 0.0 0.0
C -1.3958 -5.1212 -1.9043 0.0 0.0 0.0
C -0.6341 -5.2618 -0.7609 0.0 0.0 0.0
C -0.2932 -4.1347 -0.0199 0.0 0.0 0.0
N -0.6797 -2.9077 -0.4312 0.2 0.0 0.0
C -1.4235 -2.7725 -1.5299 0.0 0.0 0.0
C 0.4732 -4.1221 1.2276 -0.1 0.0 0.0
C 0.8559 -5.2713 1.9153 0.0 0.0 0.0
C 1.5256 -5.1592 3.1207 0.0 0.0 0.0
C 1.8061 -3.8985 3.6345 0.0 0.0 0.0
C 1.4296 -2.7476 2.9532 0.1 -0.1 0.0
C 0.7594 -2.8466 1.7413 -0.1 0.0 0.1
H -2.4179 -3.7030 -3.1748 0.0 0.0 0.0
H -1.6654 -5.9914 -2.4884 0.0 0.0 0.0
H -0.2968 -6.2356 -0.4372 0.0 0.0 0.0
H -1.6887 -1.7564 -1.7857 0.0 0.0 0.0
H 0.6271 -6.2530 1.5184 0.0 0.0 0.0
H 1.8244 -6.0475 3.6612 0.0 0.0 0.0
H 2.3248 -3.8078 4.5811 0.0 0.0 0.0
H 1.6768 -1.7777 3.3606 0.0 0.0 0.0
C 1.9024 2.0599 -3.4710 0.0 0.0 0.0
N 0.9769 1.0880 -2.9197 -0.1 0.0 0.0
C 0.4205 0.1864 -3.9155 0.0 0.0 0.0
P 0.1898 1.3104 -1.4714 0.2 0.3 0.2
O -0.4736 0.0231 -1.1055 0.0 -0.2 0.4
N 1.3461 1.8779 -0.4621 0.0 0.1 -0.3
C 2.6155 1.1633 -0.3641 0.1 0.0 0.0
C 1.2946 3.1174 0.2983 0.0 0.1 0.1
N -0.9615 2.5055 -1.5240 0.0 -0.1 -0.1
C -2.3768 2.1694 -1.5454 0.0 0.0 0.0
C -0.6571 3.7797 -2.1532 0.0 0.0 0.0
H 2.7557 1.5455 -3.9211 0.0 0.0 0.0
H 2.2782 2.7184 -2.6907 0.0 0.0 0.0
H 1.4317 2.6756 -4.2463 0.0 0.0 0.0
H 1.2269 -0.3625 -4.4086 0.0 0.0 0.0
H -0.1400 0.7299 -4.6859 0.0 0.0 0.0
H -0.2378 -0.5322 -3.4355 0.0 0.0 0.0
H 2.5274 0.1713 -0.8034 0.0 0.0 0.0
H 2.8726 1.0370 0.6877 0.0 0.0 -0.1
H 3.4209 1.7068 -0.8698 0.0 0.0 -0.1
H 0.2722 3.4753 0.3814 0.0 0.0 0.0
H 1.9128 3.8961 -0.1644 0.0 0.0 0.0
H 1.6769 2.9367 1.3046 0.0 0.1 -0.2
H -2.5191 1.1602 -1.1701 0.0 0.0 0.1
H -2.7834 2.2284 -2.5624 0.0 0.0 0.0
H -2.9343 2.8689 -0.9172 0.0 0.0 0.0
H 0.4114 3.9828 -2.1265 0.0 0.0 0.0
H -1.1609 4.5890 -1.6191 0.0 0.0 0.0
H -0.9874 3.8004 -3.1984 0.0 0.0 0.0
```
Forces are in eV/Å.

Values from the calculation:
M: 594.90 g/mol
ΔE to the lowest compared entry with this formula, charge and spin: 0.00 kJ/mol
electronic energy: -2029.84436 Eh
maximum force: 0.45 eV/Å
multiplicity: 1
gap between HOMO and LUMO: 0.308 Eh
charge: 0



C22H29NO3PtSSi3 as an isolated structure in a non-equilibrium geometry. Source: the Open Molecules 2025 dataset; level of theory: wB97M-V/def2-TZVPD.

```
60
Properties=species:S:1:pos:R:3:forces:R:3
Pt 0.0388 -0.0672 0.2199 -2.0 2.8 0.6
C -2.2118 -1.7655 -2.0806 -0.2 0.7 0.3
Si -0.8419 -1.9880 -0.8403 1.2 -0.9 -0.4
C -1.2181 -3.4237 0.2810 -0.2 0.4 0.6
C 0.6995 -2.4885 -1.7994 -0.1 0.0 0.0
C 0.6307 -3.6848 -2.5220 0.2 0.1 0.0
C 1.7366 -4.1616 -3.2096 -0.1 0.0 0.0
C 2.9267 -3.4474 -3.1861 0.1 0.1 0.0
C 3.0039 -2.2534 -2.4841 -0.2 -0.1 -0.1
C 1.8950 -1.7620 -1.7867 0.0 0.2 -0.1
Si 2.1346 -0.1255 -0.8728 0.5 -2.0 0.2
C 3.5448 -0.4408 0.3055 -0.1 0.5 0.4
C 2.6642 1.1097 -2.1582 -0.7 0.8 0.3
H -2.3144 -2.7005 -2.6368 0.1 0.0 0.1
H -1.9921 -0.9613 -2.7860 0.0 -0.1 0.0
H -3.1636 -1.5351 -1.6005 -0.1 -0.1 -0.1
H -1.3375 -4.3196 -0.3329 0.0 0.1 -0.1
H -2.1405 -3.2699 0.8456 0.0 -0.1 0.0
H -0.4101 -3.5939 0.9933 0.0 0.0 0.0
H -0.2924 -4.2554 -2.5512 0.0 0.0 0.0
H 1.6710 -5.0914 -3.7607 0.0 0.0 0.0
H 3.7962 -3.8198 -3.7134 0.0 0.0 0.0
H 3.9417 -1.7071 -2.4822 0.0 0.0 0.0
H 4.4069 -0.7939 -0.2662 0.0 0.0 0.0
H 3.2747 -1.1972 1.0416 0.0 0.0 0.0
H 3.8382 0.4644 0.8432 0.1 -0.1 0.0
H 3.5565 0.7114 -2.6442 0.0 -0.1 0.1
H 2.9089 2.0774 -1.7153 0.1 0.0 -0.1
H 1.8941 1.2755 -2.9128 0.0 0.0 0.0
O -5.1755 3.5689 -0.8071 0.0 0.0 0.0
S -4.5510 2.5039 -1.5365 -0.2 0.0 0.0
O -4.9663 2.2619 -2.8855 0.1 -0.1 0.0
N -2.9191 2.6233 -1.4619 0.2 0.0 0.0
C -2.4051 1.7138 -0.6930 -0.2 -0.2 -0.3
O -1.1397 1.5768 -0.5167 0.3 -0.4 -0.4
C -3.4051 0.7894 -0.0462 0.2 -0.1 0.1
C -3.2127 -0.1847 0.9185 0.1 0.0 -0.1
C -4.3000 -0.9630 1.3031 0.1 0.0 0.0
C -5.5564 -0.7552 0.7441 0.0 0.1 0.0
C -5.7604 0.2685 -0.1771 -0.1 0.0 0.0
C -4.6685 1.0243 -0.5462 0.0 0.1 0.0
H -2.2490 -0.3188 1.4035 0.0 0.0 0.0
H -4.1669 -1.7280 2.0579 0.0 0.0 0.0
H -6.3906 -1.3719 1.0516 0.0 0.0 0.0
H -6.7420 0.4698 -0.5857 0.0 0.0 0.0
C -1.6210 0.3420 5.7192 -0.1 0.0 0.0
Si 0.1177 -0.1209 5.2308 0.0 0.0 0.1
C 0.5534 -1.8211 5.8676 0.0 0.0 0.0
C 1.3332 1.1540 5.8419 0.0 0.0 -0.1
C 0.2245 -0.2020 3.3892 -0.1 0.2 0.1
C 0.2686 -0.2312 2.1738 1.2 -1.5 -0.9
H -1.7175 0.3806 6.8070 0.0 0.0 0.0
H -2.3436 -0.3844 5.3414 0.0 0.0 0.0
H -1.8918 1.3219 5.3206 0.0 0.0 0.0
H 0.5340 -1.8505 6.9597 0.0 0.0 0.0
H 1.5521 -2.1143 5.5374 0.0 0.0 0.0
H -0.1532 -2.5661 5.4954 0.0 0.0 0.0
H 1.3291 1.1994 6.9334 0.0 0.0 0.0
H 1.0803 2.1450 5.4596 0.0 0.0 0.0
H 2.3475 0.9168 5.5149 0.0 0.0 0.0
```
Forces are in eV/Å.

Values from the calculation:
M: 666.88 g/mol
ΔE to the lowest compared entry with this formula, charge and spin: 290.96 kJ/mol
electronic energy: -2522.16094 Eh
maximum force: 3.45 eV/Å
multiplicity: 1
gap between HOMO and LUMO: 0.263 Eh
charge: 0